Entry 1:
C24H21N6O4OsS as an isolated structure. Source: OMol25; level of theory: ωB97M-V/def2-TZVPD.

Results
ΔE to the lowest compared entry with this formula, charge and spin, kJ/mol: 0.0
M, g mol⁻¹: 679.767
E_HOMO, eV: -10.7
Largest force on an atom, eV/A: 0.67

Geometry as ORCA input:
```
! RIJCOSX wB97M-V def2-TZVPD def2/J DEFGRID3
* xyz 1 1
Os -0.746 0.349 0.596
C -3.138 -1.065 -2.693
C -2.177 -0.890 -1.570
N -2.108 0.180 -0.868
N -3.021 1.180 -1.115
C -2.888 2.195 -0.328
N -3.691 3.257 -0.436
S -1.621 2.305 0.963
C -1.301 -1.980 -1.104
C -1.332 -3.247 -1.655
C -0.580 -4.258 -1.077
C 0.170 -3.981 0.051
C 0.163 -2.691 0.546
N -0.536 -1.714 -0.023
H -3.412 -0.098 -3.102
H -4.049 -1.550 -2.333
H -2.707 -1.680 -3.482
H -4.472 3.217 -1.072
H -3.665 3.989 0.252
H -1.951 -3.453 -2.517
H -0.596 -5.255 -1.496
H 0.755 -4.742 0.546
H 0.735 -2.426 1.427
C 2.454 1.992 2.088
C 1.579 1.018 2.789
N 0.486 0.432 2.320
C -0.046 -0.328 3.334
C 0.746 -0.229 4.431
N 1.758 0.614 4.065
C 0.702 -0.794 5.807
O -0.333 -1.552 6.094
O 1.589 -0.524 6.574
C -1.336 -1.004 3.095
O -1.861 -1.697 3.944
O -1.834 -0.774 1.907
H 1.919 2.429 1.250
H 3.348 1.507 1.695
H 2.759 2.783 2.773
H 2.496 0.889 4.701
H -0.967 -1.635 5.343
C 1.180 2.459 -4.400
C 0.031 2.604 -3.597
C -0.063 1.963 -2.395
C 0.971 1.122 -1.909
C 0.923 0.442 -0.642
C 2.042 -0.260 -0.257
C 3.197 -0.369 -1.051
C 3.242 0.245 -2.267
C 2.143 1.009 -2.712
C 2.210 1.684 -3.958
H 1.246 2.973 -5.349
H -0.781 3.239 -3.930
H -0.945 2.125 -1.797
H 2.047 -0.792 0.688
H 4.037 -0.952 -0.694
H 4.115 0.164 -2.903
H 3.114 1.580 -4.547
*
```

Atom charges from the natural (NBO) analysis, given in e for atoms 1 to 5:
1. Os 0.9655
2. C -0.6825
3. C 0.3150
4. N -0.2319
5. N -0.3925


Entry 2:
C24H21N9O5S3Zr as an isolated structure at a distorted geometry. Source: OMol25; level of theory: ωB97M-V/def2-TZVPD.

Results
ΔE to the lowest compared entry with this formula, charge and spin, kJ/mol: 224.5
M, g mol⁻¹: 702.915
E_HOMO, eV: -13.0
Largest force on an atom, eV/A: 3.35

Geometry as ORCA input:
```
! RIJCOSX wB97M-V def2-TZVPD def2/J DEFGRID3
* xyz 2 1
Zr -0.126 0.046 -0.121
S 4.001 -4.282 -5.063
N 3.290 -4.654 -3.673
C 2.647 -3.590 -3.210
C 1.880 -3.507 -2.006
C 1.686 -4.583 -1.132
C 0.927 -4.386 0.004
C 0.371 -3.131 0.245
N 0.531 -2.094 -0.577
C 1.286 -2.264 -1.688
C 1.451 -1.113 -2.554
N 0.868 0.043 -2.156
C 0.961 1.102 -2.958
C 1.649 1.083 -4.171
C 2.283 -0.074 -4.574
C 2.184 -1.208 -3.759
C 2.787 -2.465 -4.077
N 3.523 -2.751 -5.143
H 2.139 -5.534 -1.369
H 0.764 -5.190 0.703
H -0.224 -2.948 1.138
H 0.469 2.014 -2.634
H 1.679 1.970 -4.781
H 2.842 -0.134 -5.495
O 0.629 5.799 -1.502
C 0.509 6.326 -0.321
O 0.501 7.336 0.276
C 0.469 4.855 -0.297
C 1.673 4.059 0.010
C 1.618 2.717 0.045
N 0.455 1.995 -0.129
C -0.714 2.737 -0.305
C -0.781 4.081 -0.333
C -1.875 1.776 -0.335
O -2.789 1.822 0.471
O -1.686 0.755 -1.131
H 2.600 4.585 0.175
H 2.504 2.113 0.245
H -1.723 4.593 -0.450
C -0.850 2.307 5.248
C 0.170 1.415 4.676
N 1.155 0.844 5.283
N 1.823 0.132 4.361
C 1.269 0.244 3.145
S 1.773 -0.450 1.705
N 0.192 1.066 3.333
N -0.669 1.453 2.316
H -0.572 2.548 6.269
H -1.828 1.824 5.258
H -0.929 3.231 4.674
H 2.649 -0.392 4.613
H -1.643 1.219 2.538
H -0.626 2.471 2.187
C -3.891 -1.908 1.487
S -2.971 -0.848 0.331
C -2.735 -2.109 -0.967
O -1.575 -0.836 0.994
H -4.856 -2.137 1.047
H -4.046 -1.344 2.401
H -3.343 -2.816 1.709
H -3.690 -2.271 -1.456
H -2.383 -3.038 -0.528
H -2.020 -1.708 -1.692
*
```

Atom charges from the natural (NBO) analysis, given in e for atoms 1 to 5:
1. Zr 2.2042
2. S 1.0584
3. N -0.6026
4. C 0.1553
5. C -0.1025


Entry 3:
C24H22AuBrIN4 as an isolated structure at a distorted geometry. Source: OMol25; level of theory: ωB97M-V/def2-TZVPD.

Results
ΔE to the lowest compared entry with this formula, charge and spin, kJ/mol: 0.0
M, g mol⁻¹: 770.243
E_HOMO (alpha / beta), eV: -16.5 / -16.5
Largest force on an atom, eV/A: 2.02

Geometry as ORCA input:
```
! RIJCOSX wB97M-V def2-TZVPD def2/J DEFGRID3
* xyz 3 1
Au 0.322 0.356 0.234
C 2.213 -1.660 -1.358
N 1.140 -1.812 -0.376
C 1.576 -2.342 0.911
C 2.292 -1.341 1.778
C 3.222 -1.760 2.723
C 3.821 -0.819 3.546
C 3.496 0.522 3.392
C 2.552 0.862 2.437
N 1.963 -0.051 1.674
C -0.059 -2.457 -0.895
C -0.921 -1.559 -1.744
C -1.719 -2.094 -2.749
C -2.525 -1.252 -3.498
C -2.498 0.111 -3.239
C -1.696 0.570 -2.209
N -0.953 -0.250 -1.471
C 2.580 -0.253 -1.769
C 3.605 -0.069 -2.698
C 3.955 1.213 -3.078
C 3.277 2.294 -2.529
C 2.270 2.034 -1.619
N 1.948 0.796 -1.264
H 3.128 -2.124 -0.972
H 1.948 -2.198 -2.274
H 0.698 -2.677 1.473
H 2.215 -3.225 0.769
H 3.468 -2.808 2.810
H 4.537 -1.125 4.293
H 3.951 1.291 3.995
H 2.254 1.888 2.279
H 0.200 -3.355 -1.472
H -0.674 -2.791 -0.053
H -1.707 -3.156 -2.937
H -3.156 -1.651 -4.278
H -3.084 0.807 -3.815
H -1.639 1.620 -1.961
H 4.117 -0.925 -3.112
H 4.748 1.376 -3.794
H 3.517 3.311 -2.796
H 1.709 2.836 -1.163
Br -3.350 2.081 5.109
C -4.163 1.942 3.409
C -5.491 2.351 3.248
C -6.105 2.263 2.014
C -5.406 1.746 0.927
C -4.085 1.323 1.075
C -3.465 1.433 2.301
I -1.432 0.823 2.532
H -6.030 2.736 4.101
H -7.125 2.594 1.899
H -5.885 1.669 -0.037
H -3.553 0.909 0.232
*
```

Atom charges from the natural (NBO) analysis, given in e for atoms 1 to 5:
1. Au 1.2284
2. C -0.2850
3. N -0.4555
4. C -0.2686
5. C 0.2018


Entry 4:
C24H22BIN5O2PtS3 as an isolated structure at a distorted geometry. Source: OMol25; level of theory: ωB97M-V/def2-TZVPD.

Results
ΔE to the lowest compared entry with this formula, charge and spin, kJ/mol: 146.7
M, g mol⁻¹: 841.468
E_HOMO (alpha / beta), eV: -3.3 / -4.6
Largest force on an atom, eV/A: 2.75

Geometry as ORCA input:
```
! RIJCOSX wB97M-V def2-TZVPD def2/J DEFGRID3
* xyz -1 3
Pt 0.947 0.633 0.767
S -1.030 4.452 -0.868
C 0.689 4.606 -0.872
C 1.344 3.524 -0.442
C 0.446 2.463 -0.064
C -0.895 2.817 -0.287
C -2.008 1.849 -0.243
C -3.274 2.080 -0.905
C -4.227 1.072 -0.920
C -3.934 -0.148 -0.302
C -2.738 -0.219 0.397
N -1.784 0.730 0.412
H 1.113 5.535 -1.205
H 2.417 3.321 -0.337
H -3.377 2.955 -1.457
H -5.184 1.127 -1.471
H -4.635 -0.944 -0.250
H -2.436 -1.045 1.038
C -2.344 1.780 4.140
N -1.778 0.487 3.938
C -2.440 -0.685 4.201
C -1.683 -1.724 3.820
N -0.483 -1.158 3.321
B 0.514 -2.099 2.552
N -0.392 -2.643 1.272
C -1.184 -3.730 1.409
C -1.690 -4.160 0.234
N -1.092 -3.316 -0.696
C -1.424 -3.243 -2.090
C -0.294 -2.394 -0.044
S 0.609 -1.263 -0.840
C -0.563 0.175 3.394
S 0.666 1.300 3.086
H -3.345 1.837 3.713
H -1.718 2.525 3.631
H -2.329 2.069 5.179
H -3.429 -0.787 4.625
H -1.876 -2.781 3.857
H 1.429 -1.511 2.099
H 0.696 -3.028 3.325
H -1.263 -4.243 2.373
H -2.171 -5.099 -0.125
H -0.776 -3.852 -2.776
H -1.360 -2.180 -2.433
H -2.443 -3.595 -2.243
I 5.312 1.431 -6.728
C 4.853 1.009 -4.715
C 4.063 1.946 -4.025
C 3.714 1.609 -2.711
C 4.119 0.427 -2.109
C 4.774 -0.545 -2.880
C 5.216 -0.248 -4.171
C 3.791 0.120 -0.644
O 4.295 -0.899 -0.177
O 3.060 0.995 -0.007
H 3.705 2.891 -4.499
H 3.172 2.253 -2.096
H 4.843 -1.529 -2.404
H 5.816 -0.949 -4.746
*
```

Atom charges from the natural (NBO) analysis, given in e for atoms 1 to 5:
1. Pt 0.9636
2. S 0.3369
3. C -0.4000
4. C -0.3034
5. C -0.2274